No. 1
{"formula": "CH8NP2", "method": "ωB97M-V/def2-TZVPD", "elements": ["C", "N", "P", "P", "H", "H", "H", "H", "H", "H", "H", "H"], "coordinates": [[-0.06649, -0.71170, -0.74076], [-1.00829, 0.85868, 0.98821], [0.89600, 0.00694, -1.95463], [0.67977, -1.89211, 0.31192], [-1.12995, -0.52330, -0.69035], [-1.05593, 0.59449, 1.98224], [-1.95917, 1.17626, 0.78541], [-0.29908, 1.58457, 0.91044], [2.20582, 0.36404, -1.69053], [0.22804, 1.08862, -2.28848], [1.63743, -0.98618, 0.84773], [-0.12816, -1.56031, 1.53881]], "atomic_forces_ev_per_a": [[0.8, 1.3, 0.2], [-0.3, -0.2, 0.9], [-0.4, -1.7, -0.3], [-0.3, -0.3, 3.0], [-0.1, -0.4, -0.7], [0.2, 0.1, -0.5], [0.6, 0.5, -0.2], [-0.6, 0.2, 0.0], [0.3, -0.1, 0.6], [-1.0, 2.0, -0.8], [0.3, -0.3, -0.5], [0.5, -0.8, -1.6]], "energy_ev": -21224.37741, "total_charge": 1, "de_lowest_kcal_mol": 27.1, "homo_lumo_gap_ev": 8.310}

=====

No. 2
{"formula": "CH8NP2", "method": "ωB97M-V/def2-TZVPD", "elements": ["C", "N", "P", "P", "H", "H", "H", "H", "H", "H", "H", "H"], "coordinates": [[0.58272, 1.50871, 0.68296], [0.09523, 1.32008, 2.14228], [-0.38950, -1.99581, -2.06530], [0.79109, 0.08428, -0.28041], [0.20156, 2.52389, 0.36375], [-0.54215, 2.03171, 2.44957], [0.82662, 1.50176, 2.87644], [-0.25617, 0.29124, 2.09404], [-1.31131, -2.70385, -1.17291], [-1.39724, -2.04082, -3.14469], [1.09725, 0.52964, -1.59207], [0.30190, -3.05082, -2.35366]], "atomic_forces_ev_per_a": [[-1.7, 0.7, -1.2], [1.6, -2.1, -0.7], [-4.0, 2.0, 0.5], [0.5, 0.8, 1.7], [1.1, -1.1, 0.2], [-1.5, 0.0, -0.5], [-0.1, -1.1, -1.0], [0.4, 2.3, 1.2], [0.8, 0.5, -0.4], [1.1, 0.0, 0.7], [-0.1, 0.7, 0.5], [1.8, -2.7, -0.9]], "energy_ev": -21224.10860, "total_charge": 1, "de_lowest_kcal_mol": 33.3, "homo_lumo_gap_ev": 8.384}